Run 1
10
Properties=species:S:1:pos:R:3 method="wB97M-V/def2-TZVPD" homo_energy_ha=-0.162 e_lumo_ev=3.828 total_charge=-1
C 0.424 0.877 1.392
C -0.222 -1.039 -0.521
C 0.063 0.410 -0.428
O -0.593 1.190 1.917
O 1.543 0.604 1.683
F -0.794 -1.566 -1.720
F 1.071 0.741 -1.357
Cl -1.323 1.563 -0.781
H -0.900 -1.144 0.325
H 0.730 -1.636 -0.510

***

Run 2
10
Properties=species:S:1:pos:R:3 method="wB97M-V/def2-TZVPD" homo_energy_ha=-0.173 e_lumo_ev=3.646 smiles="O=C([O-])[C@](F)(Cl)CF" total_charge=-1
O -3.758 0.819 0.007
C -2.706 0.755 0.548
O -2.278 1.239 1.615
C -1.531 -0.033 -0.334
F -1.641 0.100 -1.678
Cl -1.581 -1.754 0.036
C -0.117 0.618 -0.075
F 0.647 0.678 -1.245
H 0.571 0.052 0.573
H -0.227 1.649 0.168

***

Which of them is the most stable, and which is the least stable? run 2 and run 1, in that order.

***

Run 1
61
Properties=species:S:1:pos:R:3 method="wB97M-V/def2-TZVPD" homo_energy_ha=-0.318 e_lumo_ev=0.736 smiles=OCC[C@@H]1CN(Cc2ccc(Oc3ncccn3)cc2)CCN1CCc1ccccc1
O -0.781 0.437 -4.550
C -0.043 -0.667 -4.099
C 1.086 -0.292 -3.132
C 0.640 0.575 -1.939
C -0.466 -0.158 -1.170
N -0.933 0.619 -0.040
C -1.845 -0.143 0.794
C -1.121 -1.257 1.500
C -1.662 -2.532 1.590
C -0.988 -3.539 2.256
C 0.247 -3.279 2.837
O 0.895 -4.354 3.420
C 1.569 -4.223 4.557
N 1.499 -3.092 5.252
C 2.161 -3.051 6.394
C 2.904 -4.122 6.862
C 2.910 -5.251 6.052
N 2.252 -5.309 4.912
C 0.808 -2.013 2.738
C 0.119 -1.013 2.079
C -1.517 1.839 -0.553
C -0.421 2.630 -1.249
N 0.164 1.897 -2.365
C 1.183 2.725 -3.014
C 0.678 3.322 -4.339
C -0.494 4.235 -4.124
C -1.789 3.802 -4.378
C -2.869 4.633 -4.134
C -2.668 5.909 -3.634
C -1.380 6.353 -3.387
C -0.302 5.521 -3.631
H -0.828 1.068 -3.807
H 0.384 -1.145 -4.987
H -0.713 -1.400 -3.624
H 1.863 0.226 -3.696
H 1.523 -1.212 -2.740
H 1.501 0.687 -1.253
H -0.065 -1.106 -0.804
H -1.310 -0.373 -1.847
H -2.254 0.543 1.543
H -2.691 -0.552 0.213
H -2.621 -2.742 1.140
H -1.402 -4.532 2.330
H 2.082 -2.119 6.940
H 3.443 -4.082 7.792
H 3.459 -6.145 6.319
H 1.774 -1.814 3.175
H 0.546 -0.026 1.991
H -1.910 2.430 0.277
H -2.340 1.638 -1.262
H -0.834 3.562 -1.640
H 0.351 2.872 -0.497
H 2.079 2.136 -3.219
H 1.486 3.542 -2.346
H 0.398 2.511 -5.011
H 1.503 3.880 -4.788
H -1.949 2.811 -4.776
H -3.871 4.285 -4.336
H -3.511 6.557 -3.444
H -1.215 7.350 -3.005
H 0.702 5.873 -3.438

***

Run 2
61
Properties=species:S:1:pos:R:3 method="wB97M-V/def2-TZVPD" homo_energy_ha=-0.297 e_lumo_ev=0.608 smiles=CN(Cc1cnccn1)Cc1ccccc1OC[C@@H](O)CN1CCc2ccccc2C1
C 1.125 3.097 -3.980
N 1.647 2.296 -2.893
C 2.319 1.106 -3.391
C 3.277 0.530 -2.391
C 4.056 1.337 -1.559
N 4.887 0.829 -0.671
C 4.965 -0.495 -0.605
C 4.234 -1.301 -1.460
N 3.394 -0.791 -2.350
C 0.589 1.963 -1.940
C 1.148 1.406 -0.660
C 1.704 2.264 0.274
C 2.269 1.788 1.443
C 2.272 0.427 1.680
C 1.709 -0.447 0.769
C 1.132 0.025 -0.404
O 0.577 -0.741 -1.384
C 0.404 -2.128 -1.244
C -1.034 -2.514 -0.835
O -1.233 -3.895 -1.036
C -1.380 -2.137 0.614
N -1.250 -0.720 0.887
C -2.177 0.140 0.177
C -3.642 -0.099 0.560
C -3.808 -0.251 2.049
C -5.082 -0.250 2.607
C -5.262 -0.410 3.967
C -4.162 -0.576 4.792
C -2.892 -0.583 4.246
C -2.704 -0.423 2.879
C -1.308 -0.412 2.302
H 0.679 4.004 -3.573
H 0.362 2.571 -4.576
H 1.944 3.385 -4.639
H 2.900 1.389 -4.276
H 1.612 0.314 -3.688
H 3.996 2.414 -1.616
H 5.638 -0.900 0.138
H 4.314 -2.381 -1.445
H -0.125 1.246 -2.375
H 0.057 2.892 -1.715
H 1.704 3.324 0.065
H 2.705 2.470 2.156
H 2.718 0.035 2.582
H 1.725 -1.502 0.994
H 0.591 -2.551 -2.238
H 1.124 -2.571 -0.549
H -1.730 -2.032 -1.528
H -0.663 -4.385 -0.432
H -2.386 -2.535 0.831
H -0.677 -2.659 1.275
H -1.894 1.167 0.426
H -2.037 0.011 -0.897
H -4.011 -1.006 0.070
H -4.256 0.730 0.202
H -5.938 -0.121 1.959
H -6.258 -0.404 4.385
H -4.294 -0.702 5.856
H -2.029 -0.714 4.884
H -0.874 0.589 2.431
H -0.670 -1.111 2.849

***

Which of them is the most stable, and which is the least stable? run 1 and run 2, in that order.

***

Run 1
18
Properties=species:S:1:pos:R:3 method="wB97M-V/def2-TZVPD" homo_energy_ha=-0.341 e_lumo_ev=-1.706
C 0.882 2.111 -0.272
C -0.946 0.385 0.130
C -1.765 -0.938 0.307
H 0.687 1.735 -1.398
H 0.318 2.878 0.128
H 1.868 2.147 -0.014
H -1.426 1.316 0.634
H -1.002 0.623 -1.042
H -1.563 -1.549 1.653
H -1.113 -1.753 -0.220
H -3.299 -2.130 -0.857
H 2.633 -1.626 0.507
N 0.443 0.770 0.747
N 1.399 -0.167 0.437
N 1.585 -0.504 -0.882
O -2.996 -0.682 -0.212
O 2.008 -1.135 1.307
O 2.288 -1.481 -0.953

***

Run 2
18
Properties=species:S:1:pos:R:3 method="wB97M-V/def2-TZVPD" homo_energy_ha=-0.353 e_lumo_ev=0.775 smiles="CN(CCO)N(O)N=O"
C 0.226 -1.114 1.871
N -0.263 -0.221 0.815
C 0.622 0.888 0.387
C -0.075 1.711 -0.707
O 0.795 2.723 -1.219
N -0.665 -1.030 -0.198
O -1.918 -0.788 -0.764
N 0.123 -1.817 -0.889
O -0.415 -2.252 -1.914
H 1.106 -1.743 1.526
H 0.581 -0.573 2.770
H -0.609 -1.721 2.154
H 0.856 1.513 1.264
H 1.544 0.452 -0.076
H -0.928 2.201 -0.275
H -0.433 1.034 -1.525
H 1.400 2.236 -1.814
H -1.948 -1.498 -1.406

***

Which of them is the most stable, and which is the least stable? run 2 and run 1, in that order.

***

Run 1
16
Properties=species:S:1:pos:R:3 method="wB97M-V/def2-TZVPD" homo_energy_ha="-0.196 / -0.149" e_lumo_ev="3.490 / 2.555" total_charge=-1
C 1.291 0.777 -0.878
C 0.477 1.467 1.009
C -3.315 -0.309 0.661
C -0.070 -0.789 0.542
C -3.525 0.887 -0.417
N 1.662 2.063 -0.756
N 1.174 2.474 0.505
N 0.491 0.403 0.160
O -3.299 -1.402 0.138
O -3.416 0.069 1.828
F -4.516 1.761 -0.156
F -3.817 0.504 -1.660
H 1.504 0.091 -1.802
H -0.072 1.428 2.033
H 0.263 -1.724 0.063
H -1.132 -0.745 0.947

***

Run 2
16
Properties=species:S:1:pos:R:3 method="wB97M-V/def2-TZVPD" homo_energy_ha=-0.165 e_lumo_ev=3.573 total_charge=-1
C -1.966 -0.490 0.996
C -1.798 0.006 -1.173
C 2.641 0.736 0.872
C 0.223 -0.952 -0.039
C 1.537 0.720 -0.323
N -3.146 -0.039 0.507
N -3.031 0.226 -0.809
N -1.091 -0.530 -0.048
O 2.509 -0.040 1.808
O 3.480 1.590 0.611
F 2.017 0.284 -1.529
F 0.886 1.869 -0.500
H -1.939 -0.670 2.016
H -1.428 -0.105 -2.184
H 0.662 -1.260 0.823
H 0.444 -1.344 -1.028

***

Which of them is the most stable, and which is the least stable? run 2 and run 1, in that order.

***

Run 1
13
Properties=species:S:1:pos:R:3 method="wB97M-V/def2-TZVPD" homo_energy_ha=-0.502 e_lumo_ev=-5.530 total_charge=+1
C -2.695 1.376 -0.025
C -1.208 -0.810 -0.283
C 0.087 0.972 0.689
C 1.135 -0.879 -0.269
N -0.112 -0.252 -0.017
O 0.509 2.115 0.141
S -2.901 -0.218 -0.069
H -3.607 1.774 0.401
H -1.112 -1.858 -0.431
H 1.958 -0.115 -0.100
H 1.244 -1.905 0.160
H 1.122 -1.029 -1.398
H 0.405 2.801 0.789

***

Run 2
13
Properties=species:S:1:pos:R:3 method="wB97M-V/def2-TZVPD" homo_energy_ha=-0.527 e_lumo_ev=-5.597 smiles="C=[N+]1SCCC1=O" total_charge=+1
C 1.177 1.978 0.026
N 0.322 1.061 0.091
S -1.362 1.191 0.127
C -1.564 -0.690 0.043
C -0.191 -1.406 0.095
C 0.893 -0.398 -0.059
O 2.094 -0.465 0.062
H 0.915 2.995 -0.115
H 2.227 1.704 0.036
H -2.025 -0.799 -0.965
H -2.382 -0.965 0.738
H -0.153 -2.117 -0.883
H 0.050 -2.088 0.804

***

Which of them is the most stable, and which is the least stable? run 2 and run 1, in that order.

***

Run 1
9
Properties=species:S:1:pos:R:3 method="wB97M-V/def2-TZVPD" homo_energy_ha=-0.343 e_lumo_ev=-0.393 smiles=COP1OOO1
C 1.655 -0.081 -0.066
O 0.312 -0.437 0.189
P -0.929 0.165 -0.695
O -2.195 -0.826 -0.169
O -2.919 0.173 0.547
O -2.003 1.263 0.507
H 2.231 -0.925 0.234
H 2.067 0.730 0.647
H 1.782 -0.063 -1.194

***

Run 2
9
Properties=species:S:1:pos:R:3 method="wB97M-V/def2-TZVPD" homo_energy_ha=-0.345 e_lumo_ev=0.042
C 0.855 -0.229 -0.239
O -3.293 0.365 -0.012
O 0.854 1.065 -0.732
O 1.511 -0.482 0.872
O -1.014 -0.359 0.328
P -1.951 0.584 -0.508
H 0.951 -1.023 -0.901
H 0.689 1.534 0.129
H 1.397 -1.454 1.063

***

Which of them is the most stable, and which is the least stable? run 2 and run 1, in that order.

***

Run 1
24
Properties=species:S:1:pos:R:3 method="wB97M-V/def2-TZVPD" homo_energy_ha=-0.325 e_lumo_ev=0.788
C 1.126 1.740 0.471
C 2.359 -0.596 0.004
C 0.686 2.924 0.756
C 0.101 -0.123 0.751
C -2.170 0.685 0.015
C -0.806 -0.314 -1.698
C 0.844 -2.419 0.783
C -1.092 -0.382 -0.249
N 1.204 -0.975 0.694
O 3.224 -1.416 -0.371
S 2.628 1.170 -0.138
H 1.304 3.860 0.460
H -0.321 3.227 0.793
H -0.238 0.059 1.727
H -2.494 0.888 0.997
H -3.010 0.571 -0.620
H -1.846 1.614 -0.285
H -1.063 0.642 -2.008
H -1.467 -0.925 -2.321
H 0.226 -0.609 -1.892
H 0.243 -2.600 1.592
H 0.316 -2.547 -0.155
H 1.699 -3.131 0.697
H -1.453 -1.343 -0.002

***

Run 2
24
Properties=species:S:1:pos:R:3 method="wB97M-V/def2-TZVPD" homo_energy_ha=-0.278 e_lumo_ev=-0.404
C 1.961 2.450 -0.134
C 2.762 1.501 -0.555
C 1.089 -1.837 0.879
C -2.609 -0.693 -1.009
C -0.594 0.830 -0.639
C 0.265 -1.100 1.707
C -1.209 -0.968 1.024
C -1.075 -0.592 -0.462
N 3.543 0.613 -0.826
O 3.623 -0.666 -0.759
S 2.155 -1.894 -0.186
H 1.280 2.877 -0.822
H 2.106 2.937 0.782
H -2.699 -0.162 -1.954
H -3.305 -0.152 -0.352
H -3.020 -1.610 -1.166
H -1.310 1.610 -0.290
H 0.326 0.985 0.030
H -0.315 1.001 -1.622
H -0.021 -1.634 2.577
H 0.715 -0.116 2.063
H -1.555 -2.042 1.101
H -1.812 -0.124 1.550
H -0.302 -1.214 -0.937

***

Which of them is the most stable, and which is the least stable? run 1 and run 2, in that order.

***

Run 1
21
Properties=species:S:1:pos:R:3 method="wB97M-V/def2-TZVPD" homo_energy_ha=-0.269 e_lumo_ev=-0.684
Na -2.277 0.968 -2.270
C 2.992 0.428 1.333
C 1.615 0.519 0.770
C 0.538 -0.171 1.240
C -0.703 -0.014 0.581
N -0.847 0.814 -0.437
C 0.210 1.502 -0.912
S 0.099 2.521 -2.220
N 1.434 1.323 -0.303
C -1.883 -0.834 0.970
H 2.993 -0.144 2.257
H 3.387 1.426 1.528
H 3.660 -0.063 0.623
H 0.634 -0.838 2.083
H 2.207 1.832 -0.706
H -1.828 -1.147 2.011
H -1.907 -1.728 0.338
H -2.803 -0.287 0.783
S -1.803 -3.319 -2.649
C -2.583 -1.912 -2.556
N -3.133 -0.876 -2.464

***

Run 2
21
Properties=species:S:1:pos:R:3 method="wB97M-V/def2-TZVPD" homo_energy_ha="-0.283 / -0.283" e_lumo_ev="-1.619 / -1.619"
Na -0.227 -1.037 1.668
S -4.282 -0.656 -1.158
C -3.090 -0.936 0.427
N -2.052 -0.567 1.155
C -3.830 -2.996 -2.923
C -3.087 -3.183 -1.943
C -3.446 -3.751 -0.555
C -2.441 -3.386 0.291
N -1.203 -3.143 0.533
C -1.064 -2.752 -0.689
S 0.717 -2.251 -1.037
N -1.754 -2.505 -1.860
C -2.802 -3.960 1.962
H -4.643 -3.871 -3.062
H -3.350 -3.520 -4.144
H -4.206 -2.210 -3.207
H -4.259 -4.170 -0.178
H -1.163 -2.454 -2.682
H -3.758 -4.433 1.422
H -2.933 -3.015 2.645
H -1.864 -4.758 1.990

***

Which of them is the most stable, and which is the least stable? run 1 and run 2, in that order.

***

Run 1
7
Properties=species:S:1:pos:R:3 method="wB97M-V/def2-TZVPD" homo_energy_ha=-0.358 e_lumo_ev=0.791
C 1.352 0.443 0.780
N 1.295 0.246 -0.470
N 0.494 1.366 -0.072
O -1.402 0.014 0.363
O -0.900 1.221 -0.056
H 1.797 -0.072 -1.256
H -1.832 0.002 1.273

***

Run 2
7
Properties=species:S:1:pos:R:3 method="wB97M-V/def2-TZVPD" homo_energy_ha=-0.308 e_lumo_ev=-1.013
C 0.753 -0.069 -0.105
N -0.495 1.322 -0.335
N -0.133 -1.128 -0.392
O -1.460 1.094 0.227
O -1.144 -1.255 0.223
H 0.808 0.222 0.996
H 1.671 -0.184 -0.615

***

Which of them is the most stable, and which is the least stable? run 2 and run 1, in that order.

***

Run 1
20
Properties=species:S:1:pos:R:3 method="wB97M-V/def2-TZVPD" homo_energy_ha=-0.301 e_lumo_ev=-0.757
C -0.750 -1.740 1.496
C -0.176 -1.180 0.200
O 1.066 -1.612 -0.056
H -0.880 -1.313 -0.638
H -1.763 -1.375 1.657
H -0.758 -2.827 1.421
H -0.123 -1.452 2.337
C 0.481 0.839 -1.831
C -0.124 0.537 0.412
N 1.486 0.070 -1.865
N 1.004 0.852 1.141
C -1.270 1.235 0.498
N -0.250 1.633 -2.410
H 2.136 0.073 -2.636
H 1.412 -0.939 -1.018
H 1.244 1.826 1.226
H 1.784 0.226 0.995
H -1.028 2.077 -1.950
H -1.377 2.095 1.146
H -2.113 0.975 -0.127

***

Run 2
20
Properties=species:S:1:pos:R:3 method="wB97M-V/def2-TZVPD" homo_energy_ha=-0.247 e_lumo_ev=0.898 smiles="C/C=C(/N)C(O)=C(N)N"
C 1.025 1.871 0.112
C 1.153 0.596 -0.669
C 0.113 -0.158 -1.196
N 0.020 -0.592 -2.529
C -0.851 -0.571 -0.264
O -2.190 -0.774 -0.608
C -0.463 -0.543 1.080
N 0.717 -1.074 1.658
N -1.443 -0.375 2.044
H 1.754 1.910 0.926
H 1.225 2.741 -0.523
H 0.026 1.977 0.532
H 2.120 0.500 -1.166
H 0.804 -0.321 -3.105
H -0.215 -1.569 -2.645
H -2.317 -0.402 -1.490
H 1.428 -1.265 0.967
H 0.514 -1.910 2.199
H -1.124 -0.090 2.957
H -2.298 0.049 1.719

***

Which of them is the most stable, and which is the least stable? run 2 and run 1, in that order.

***

Run 1
20
Properties=species:S:1:pos:R:3 method="wB97M-V/def2-TZVPD" homo_energy_ha=-0.250 e_lumo_ev=0.634 smiles="C=C(N)ON.CC#CN"
C 1.111 1.127 -1.670
C 0.128 0.950 -0.736
N -0.567 2.075 -0.282
O -0.839 -0.198 -1.140
N -2.190 -0.038 -0.718
H 1.526 0.284 -2.194
H 1.404 2.109 -1.998
H -1.245 1.860 0.435
H -0.678 2.807 -0.966
H -2.263 -0.580 0.145
H -2.771 -0.498 -1.418
C 1.031 0.094 2.306
C 0.653 -0.394 0.961
C 0.547 -1.516 0.417
N 0.346 -2.699 -0.149
H 2.037 0.515 2.295
H 1.026 -0.733 3.020
H 0.332 0.825 2.719
H -0.634 -2.948 -0.233
H 1.046 -3.039 -0.795

***

Run 2
20
Properties=species:S:1:pos:R:3 method="wB97M-V/def2-TZVPD" homo_energy_ha=-0.308 e_lumo_ev=0.314
C 1.939 1.605 0.021
C 0.506 1.800 0.654
C -1.444 -0.331 -1.359
C -1.932 -2.100 0.371
C -0.612 -2.517 -0.331
H 3.840 2.412 0.552
H 1.891 1.522 -1.181
H 2.208 0.516 0.382
H 0.835 1.803 1.772
H 0.087 2.768 0.420
H -0.278 -0.117 0.849
H -1.734 -0.014 -2.338
H -1.904 -1.319 1.088
H -2.688 -2.912 0.672
H -0.582 -3.520 -0.831
H 0.272 -2.012 0.153
N -0.488 0.754 0.405
N -0.864 0.659 -0.821
N -1.682 -1.671 -0.972
O 2.629 2.675 0.495

***

Run 3
20
Properties=species:S:1:pos:R:3 method="wB97M-V/def2-TZVPD" homo_energy_ha=-0.269 e_lumo_ev=0.588
C -0.687 -0.490 1.135
C 1.753 0.228 -1.446
C -1.683 1.308 -0.785
C 0.649 -0.022 0.767
C -1.016 -0.050 -0.702
N -0.860 -1.926 1.174
N 1.681 0.185 1.611
N 0.640 0.164 -0.527
O -1.386 -0.997 -1.394
H -1.118 0.027 1.993
H -0.993 -2.265 0.215
H -1.715 -2.141 1.674
H 2.529 0.626 1.294
H 1.656 -0.284 2.501
H 2.609 -0.348 -1.074
H 1.427 -0.201 -2.395
H 2.074 1.265 -1.605
H -1.702 1.648 -1.822
H -2.708 1.228 -0.428
H -1.150 2.046 -0.184

***

Which of them is the most stable, and which is the least stable? run 3 and run 1, in that order.

***

Run 1
6
Properties=species:S:1:pos:R:3 method="wB97M-V/def2-TZVPD" homo_energy_ha="-0.370 / -0.371" e_lumo_ev="-1.358 / -1.400"
C 0.310 -0.444 -0.039
C -0.704 0.129 0.096
N -4.144 1.183 -0.014
Cl -3.763 -0.383 0.007
H 1.114 -1.138 -0.151
H -1.533 0.779 0.106

***

Run 2
6
Properties=species:S:1:pos:R:3 method="wB97M-V/def2-TZVPD" homo_energy_ha=-0.362 e_lumo_ev=0.763 smiles="ClC1=NC1"
Cl -2.299 -0.582 0.023
C -0.811 0.136 -0.037
N -0.134 1.177 -0.013
C 0.731 -0.100 0.098
H 1.327 -0.430 0.824
H 1.186 -0.201 -0.895

***

Which of them is the most stable, and which is the least stable? run 2 and run 1, in that order.